Entry from OMol25: 9 unconnected molecules or ions with the total composition C37H70BNO37S10 in a non-equilibrium geometry (ωB97M-V/def2-TZVPD).

```
156
Properties=species:S:1:pos:R:3:forces:R:3:mulliken_charge:R:1
H 4.667 1.532 0.796 0.22 -0.03 -0.42 0.35
H 10.829 1.420 -0.619 -0.14 -0.02 -0.22 0.20
C 0.493 3.809 -0.742 0.60 -1.97 -0.74 -1.06
O -8.358 -3.890 2.616 0.17 0.29 0.12 -0.67
H 12.671 -5.293 -6.796 0.14 -0.09 0.15 0.33
O 11.550 -7.221 -6.956 0.00 -0.34 0.09 -0.52
S -9.224 -3.272 3.554 -0.47 -0.48 0.19 1.23
O -11.203 -0.686 0.509 0.98 0.04 0.39 -0.54
H -3.615 3.644 3.290 0.46 0.45 -0.39 0.30
O 2.637 -0.736 2.957 -0.13 -0.13 0.51 -0.50
H 9.982 3.217 1.176 -0.07 0.25 -0.08 0.33
C -0.585 -1.873 2.383 -0.50 0.03 0.20 -0.33
C -10.786 -4.574 4.991 -0.42 0.23 0.24 -0.38
H -4.792 4.700 -0.467 0.47 0.15 -0.19 0.04
O 7.785 3.537 -2.459 0.14 0.13 -0.20 -0.50
O 10.064 2.703 -2.067 -0.51 0.21 0.13 -0.30
C 9.875 -2.828 -2.056 0.15 0.40 -0.39 -0.15
H 6.539 -0.859 0.227 -0.92 -0.74 0.38 0.07
C -4.344 4.793 -1.468 -0.90 -0.82 -0.64 -0.57
O 1.261 -1.042 5.006 0.20 0.13 -0.07 -0.57
C -10.120 -1.125 -0.321 -0.65 0.78 -0.51 -0.44
S 9.264 -2.203 0.276 0.37 -0.09 -0.48 1.05
H -9.129 1.660 1.799 -0.40 0.05 -0.31 -0.10
H 0.897 1.673 -0.885 0.34 0.19 -0.35 0.25
H -10.548 -1.873 -1.004 0.33 0.19 0.22 0.40
C 14.111 -9.008 -8.543 0.12 -0.55 -0.03 -0.33
H -1.201 5.366 -0.535 -0.50 -0.11 0.14 0.04
B -2.364 4.825 1.139 -0.06 0.11 0.71 0.58
O -1.449 1.288 -1.796 0.31 -1.48 -0.30 -0.59
O -10.731 -3.361 3.000 0.27 0.28 0.43 -0.30
C -0.928 3.275 -0.416 -1.10 1.67 0.13 0.69
O 13.140 -5.470 -4.781 0.31 0.45 0.24 -0.18
H -11.218 -3.833 5.667 -0.02 -0.03 -0.02 0.26
H 11.356 -4.944 -5.658 0.02 -0.04 -0.07 0.25
O -2.547 3.183 -2.172 -0.29 -0.59 0.15 -0.37
H 12.129 -2.715 -6.260 -0.05 0.07 0.26 0.35
H 13.832 -3.228 -6.230 -0.04 0.00 -0.02 0.30
C 12.837 -9.106 -9.357 0.14 0.36 -0.35 -0.34
H -1.340 -2.021 3.160 -0.01 0.03 -0.03 0.29
C 2.830 2.644 -0.657 -0.19 -0.73 -0.67 -0.84
H -10.436 2.157 0.686 0.28 -0.38 -0.16 0.58
H -5.535 5.793 3.864 -0.04 -0.30 -0.36 0.36
H -1.414 0.095 1.952 0.09 0.11 0.22 0.33
O -6.750 -0.038 6.119 0.20 0.15 0.11 -0.55
H 3.964 1.504 -2.138 -0.11 -0.26 0.36 0.34
O 9.229 -3.151 1.330 -0.31 0.23 0.06 -0.61
S 13.422 -4.418 -3.602 -0.04 -0.17 -0.72 1.02
C -5.394 4.852 3.300 0.49 0.62 0.42 -0.89
S 12.217 -8.475 -7.028 0.29 -0.35 -0.32 1.15
O -13.577 3.200 3.768 0.13 0.11 -0.21 -0.55
O -11.724 4.840 3.515 -0.22 -0.02 -0.01 -0.55
H 3.978 -1.134 -0.536 -0.01 0.34 0.31 0.40
C -0.452 -0.409 2.015 0.18 -0.08 -0.55 -0.16
H -9.056 -0.235 -1.957 0.04 0.65 0.25 0.45
H -9.674 2.849 5.241 -0.01 -0.03 0.04 0.19
C 10.614 2.477 -0.765 0.52 0.10 0.28 -0.22
O 8.830 -2.943 -1.084 0.25 -0.01 0.44 -0.36
H 12.668 -8.199 -9.942 0.03 -0.03 -0.01 0.27
H -5.510 1.445 2.418 -0.07 0.06 -0.07 0.13
H -12.344 1.924 6.436 0.06 -0.02 0.02 0.32
H -10.062 -0.492 2.222 0.10 0.26 -0.40 -0.49
N -8.863 0.947 -0.161 -0.28 0.45 -0.46 0.42
H -12.468 -4.314 3.630 0.08 0.25 -0.09 0.32
C 12.425 -4.832 -5.848 -0.45 0.44 -0.07 -0.30
H 9.871 -3.688 -2.722 -0.15 -0.09 0.20 0.25
C -9.763 1.318 0.959 0.16 0.07 0.77 -0.53
C -11.574 2.682 6.271 -0.22 -0.49 0.08 -0.41
C 5.676 -1.310 0.772 -0.37 0.69 0.08 -0.86
H 11.964 -2.276 -1.806 -0.04 0.20 0.20 0.22
H -11.441 0.598 2.075 0.32 -0.16 -0.24 0.25
C -2.843 4.452 -1.561 1.06 1.05 -0.32 0.48
S 9.065 3.968 -2.021 0.13 -0.28 0.45 1.08
H -2.449 5.225 -2.250 -0.16 -0.60 -0.06 0.22
O -1.316 5.031 2.080 -0.53 0.43 -0.87 -0.53
C -1.901 4.530 -0.343 0.35 0.38 0.45 -0.69
C 9.566 2.979 0.201 -0.37 -0.55 0.16 -0.12
O 8.592 -0.949 0.346 0.70 -0.18 0.26 -0.43
H -0.823 -2.496 1.524 0.24 -0.07 0.04 0.33
H -5.992 4.939 2.382 0.20 -0.36 0.28 0.22
H -10.574 0.632 -1.435 0.48 -0.05 -0.13 0.43
H -8.000 -0.238 3.032 0.16 0.04 -0.05 -0.29
O -12.201 3.840 5.710 0.34 0.09 -0.43 -0.33
C 3.570 1.341 -1.121 -0.22 1.04 1.17 -0.81
C -3.866 4.675 2.994 -2.06 0.29 0.80 -0.21
H 14.927 -8.550 -9.097 -0.05 0.20 0.18 0.31
C 4.369 -0.578 0.337 0.99 0.05 -0.16 -0.04
C -5.218 3.902 -2.414 0.24 0.02 0.20 -0.71
H -11.174 -5.366 3.011 -0.04 -0.01 0.05 0.31
H 0.457 4.535 -1.571 -0.17 -0.05 0.49 0.45
H -1.271 5.994 2.215 0.21 -0.50 0.35 0.29
H 11.539 3.052 -0.680 -0.01 -0.02 0.02 0.30
C 11.152 -2.735 -1.250 0.00 -0.42 0.20 -0.38
O -9.401 -4.262 4.808 0.04 0.08 -0.53 -0.34
C -9.648 0.131 -1.103 -0.35 -1.59 0.31 -0.69
H -9.296 -1.540 0.291 -0.31 -0.03 -0.27 0.12
S 1.387 -0.949 3.597 -0.42 -0.01 -0.29 0.96
C -6.935 -0.138 2.811 -0.55 0.24 -0.16 0.50
H -10.308 1.188 5.320 -0.10 -0.01 -0.21 0.26
O 0.691 -2.234 2.922 0.26 0.43 -0.11 -0.32
O 9.030 4.154 -0.420 0.40 0.09 -0.53 -0.33
H 1.422 2.648 -2.322 -0.05 -0.47 0.38 0.22
H -5.755 4.063 3.978 0.02 0.10 -0.50 0.16
C -8.334 2.114 -0.798 0.12 0.56 -1.09 -0.62
S -9.124 2.957 -1.958 0.34 -0.49 0.30 -0.14
H 3.380 3.537 -1.005 -0.28 -0.24 0.18 0.22
O 0.343 0.155 3.063 0.00 -0.38 0.36 -0.24
C 4.670 0.896 -0.103 -0.73 -1.08 -0.70 -0.29
O -3.665 4.918 1.595 1.07 -0.69 -0.18 -0.34
O 12.507 -4.654 -2.538 0.41 -0.09 -0.25 -0.52
H -4.618 2.157 -1.310 -0.50 -0.09 -0.10 0.08
O -6.200 -0.812 3.841 0.37 0.44 0.22 -0.35
H 8.754 2.256 0.318 0.07 -0.04 0.03 0.10
H 3.614 -0.579 1.140 0.36 -0.11 -0.61 -0.27
C 1.390 2.600 -1.219 0.10 1.29 0.49 -0.42
C -10.612 0.145 1.503 -0.60 0.13 0.50 0.63
H 5.649 0.908 -0.607 -0.21 0.21 0.41 0.21
H -7.200 1.991 2.452 0.07 0.13 0.25 0.07
O 13.755 -8.203 -7.413 -0.50 0.28 -0.18 -0.29
H 2.790 2.681 0.445 0.00 -0.04 -0.34 0.50
C -6.484 1.306 2.893 0.47 -0.16 -0.38 -0.06
C -5.554 2.560 -1.728 -0.25 0.30 -0.81 -0.50
O -6.338 1.559 4.298 -0.28 -0.42 0.29 -0.39
H -5.975 1.843 -2.449 0.16 0.15 0.34 0.46
H -3.357 5.408 3.636 0.34 -0.45 -0.43 0.25
H 2.789 0.563 -1.146 0.40 0.15 -0.23 0.37
H -4.489 5.825 -1.821 0.25 -0.22 0.42 0.38
O -11.243 2.462 3.968 -0.41 0.08 0.15 -0.26
H 5.585 -2.392 0.581 0.26 0.35 0.06 0.41
O 14.822 -4.345 -3.391 -0.14 -0.12 0.25 -0.58
S -5.867 0.209 5.035 -0.17 -0.06 -0.60 1.11
O -4.456 0.252 5.202 -0.12 -0.13 0.20 -0.57
H -6.115 4.464 -2.716 0.13 -0.38 0.28 0.34
C -1.618 2.417 -1.511 -0.17 2.43 0.78 0.31
C -11.393 -4.476 3.605 0.03 -0.56 -0.11 -0.36
H 0.087 -0.283 1.072 -0.07 -0.03 -0.02 0.10
H 9.703 -1.918 -2.636 0.02 -0.02 0.00 0.30
H -11.098 2.927 7.217 -0.06 0.24 -0.08 0.34
H 12.833 -9.969 -10.020 -0.18 -0.07 0.16 0.32
C -10.579 2.237 5.219 0.47 0.16 0.24 -0.12
H 14.426 -9.988 -8.176 0.00 0.01 -0.06 0.29
O 9.720 5.093 -2.587 -0.22 0.01 -0.02 -0.55
O -9.004 -1.953 4.035 -0.05 -0.13 -0.20 -0.46
H -10.896 -5.566 5.423 0.25 0.01 -0.04 0.32
H 0.966 4.261 0.142 -0.52 0.03 -0.19 0.36
H -0.950 2.783 0.570 0.31 -0.34 -0.59 0.28
O 12.944 -3.091 -4.381 -0.29 -0.36 0.31 -0.31
S -6.698 2.693 -0.302 -0.03 -0.47 1.02 0.22
O 11.789 -9.218 -8.389 0.27 0.01 0.42 -0.32
S -12.286 3.682 4.110 0.15 -0.18 0.39 1.06
H -6.726 -0.582 1.840 0.14 -0.11 0.12 0.37
H 5.877 -1.170 1.849 -0.04 -0.08 -0.39 0.33
O 10.802 -1.929 -0.111 -0.60 0.34 -0.20 -0.35
H -4.680 3.655 -3.347 -0.09 0.17 0.38 0.39
H 11.465 -3.710 -0.891 -0.02 0.06 0.04 0.42
O 12.169 -9.418 -5.972 -0.24 0.19 0.01 -0.56
C 12.846 -3.378 -5.783 0.43 -0.11 -0.36 -0.36
```
Positions in Å, forces in eV/Å.

Summary:
**Kohn-Sham gap**: 0.288 hartree
**Total charge**: 0
**SMILES string**: CCCCCCC[C@@H]1C(=O)O[C@@H](CCCSC(=S)N2CCOCC2)[C@H]1B(O)OCC.O=S1(=O)OCCO1.O=S1(=O)OCCO1.O=S1(=O)OCCO1.O=S1(=O)OCCO1.O=S1(=O)OCCO1.O=S1(=O)OCCO1.O=S1(=O)OCCO1.O=S1(=O)OCCO1
**E_LUMO**: -0.68 eV
**Highest occupied orbital energy**: -8.53 eV
**Maximum force**: 2.6 eV Å⁻¹